Density functional theory data (ωB97M-V/def2-TZVPD) for a molecular structure, C40H42As3F10N3O8Pd.

Last column: Löwdin charge in e.
Positions of all 107 atoms, in Å:
Pd (-0.29860, 0.48172, -0.48799)  0.887
C (-0.37417, 0.87921, 2.74620)  -0.044
N (-0.17912, -0.22898, 1.79238)  -0.283
C (1.13915, -0.83067, 1.96982)  -0.185
C (2.20542, 0.18678, 1.62302)  -0.184
N (1.99525, 0.65204, 0.25859)  0.066
C (3.00157, 1.26291, -0.37668)  -0.160
C (3.05888, 1.18820, -1.79543)  -0.170
F (2.19362, 0.39652, -2.41295)  0.075
C (4.03100, 1.80761, -2.53663)  -0.141
F (4.06354, 1.68048, -3.85223)  0.156
C (5.01589, 2.55605, -1.89009)  -0.106
F (5.93535, 3.16491, -2.59077)  0.201
C (5.02395, 2.64538, -0.49868)  -0.128
F (5.94862, 3.36540, 0.09891)  0.179
C (4.05789, 1.99795, 0.23753)  -0.115
F (4.07134, 2.14888, 1.55213)  0.146
C (-1.28650, -1.18435, 1.88683)  -0.165
C (-2.55709, -0.61071, 1.20826)  -0.148
N (-2.24542, 0.66704, 0.57852)  0.025
C (-3.12207, 1.67637, 0.58807)  -0.162
C (-4.53349, 1.53837, 0.67278)  -0.118
F (-5.07258, 0.32765, 0.67261)  0.138
C (-5.37495, 2.62797, 0.66839)  -0.127
F (-6.67898, 2.46302, 0.69565)  0.179
C (-4.84289, 3.91668, 0.61692)  -0.105
F (-5.63749, 4.95384, 0.62620)  0.202
C (-3.46158, 4.10127, 0.55317)  -0.135
F (-2.96253, 5.32400, 0.52298)  0.162
C (-2.63493, 3.00680, 0.53066)  -0.165
F (-1.32125, 3.19957, 0.52167)  0.088
H (-0.04477, 0.58026, 3.74698)  0.113
H (-1.42709, 1.14064, 2.80788)  0.091
H (0.17110, 1.77036, 2.44170)  0.087
H (1.21229, -1.69975, 1.31242)  0.081
H (1.29301, -1.17243, 3.00126)  0.144
H (3.19465, -0.26970, 1.71736)  0.146
H (2.18383, 1.02609, 2.32228)  0.121
H (-1.50324, -1.42114, 2.93423)  0.137
H (-0.98630, -2.10692, 1.39112)  0.045
H (-3.36889, -0.50145, 1.92678)  0.129
H (-2.89675, -1.29875, 0.42729)  0.119
C (0.72911, -6.66619, 1.77014)  -0.012
O (0.78095, -5.80282, 0.61652)  -0.082
C (0.05715, -6.21207, -0.44272)  -0.569
O (-0.62104, -7.19524, -0.47873)  0.159
C (0.15253, -5.19668, -1.53989)  -0.292
C (0.62808, -5.46393, -2.75428)  -0.291
As (0.40892, -4.51979, -4.45489)  1.362
C (2.23697, -3.85886, -4.75275)  -0.259
C (-0.48512, -2.87377, -3.84092)  -0.279
C (-0.88546, -2.57226, -2.60080)  -0.287
As (-0.30998, -3.41013, -0.91131)  1.335
C (1.55946, -2.83123, -0.85656)  -0.262
C (-1.96869, -1.57658, -2.37567)  -0.548
O (-1.85810, -0.47155, -1.82569)  -0.097
O (-3.13749, -2.07913, -2.67858)  0.012
C (-4.30079, -1.23136, -2.58785)  0.025
C (-0.97115, -1.98689, -4.95522)  -0.516
O (-1.50171, -0.91169, -4.77229)  0.087
O (-0.67646, -2.48778, -6.13941)  -0.072
C (-1.05484, -1.69948, -7.28934)  0.010
C (1.34804, -6.73845, -3.09329)  -0.547
O (1.53298, -7.05417, -4.24336)  0.076
O (1.85829, -7.35938, -2.04161)  -0.030
C (2.54913, -8.59703, -2.32346)  0.010
H (1.10760, -6.07900, 2.60098)  0.093
H (1.36441, -7.53396, 1.60234)  0.103
H (-0.29180, -6.99191, 1.95367)  0.099
H (2.92223, -4.67679, -4.53634)  0.031
H (2.48364, -2.99311, -4.14270)  0.012
H (2.33278, -3.60276, -5.80631)  0.029
H (2.00372, -2.89293, -1.84768)  0.025
H (2.06620, -3.52702, -0.18615)  0.045
H (1.64732, -1.82119, -0.46822)  -0.030
H (-4.31263, -0.58207, -3.46210)  0.108
H (-4.27930, -0.64438, -1.67402)  0.075
H (-5.15119, -1.90441, -2.59675)  0.111
H (-0.65009, -2.22917, -8.14427)  0.104
H (-0.63226, -0.70050, -7.20751)  0.098
H (-2.13951, -1.64193, -7.34858)  0.106
H (2.67697, -9.08243, -1.36195)  0.099
H (3.51333, -8.37830, -2.77800)  0.103
H (1.95423, -9.21084, -2.99438)  0.104
C (0.30834, 1.58990, -4.14900)  -0.239
As (-0.41099, 2.13774, -2.43658)  1.179
C (-2.23693, 2.51575, -2.94313)  -0.222
C (0.49082, 3.85065, -2.11900)  -0.291
C (0.13075, 4.88391, -3.14567)  -0.317
C (0.84288, 4.98010, -4.33894)  -0.054
C (0.47290, 5.90400, -5.30527)  -0.059
C (-0.61196, 6.74131, -5.08676)  -0.064
C (-1.31949, 6.66049, -3.89472)  -0.061
C (-0.95122, 5.73553, -2.93038)  -0.061
H (-0.26369, 2.09161, -4.92844)  0.057
H (0.21132, 0.51476, -4.26012)  0.012
H (1.35167, 1.88246, -4.21796)  0.020
H (-2.22730, 3.39455, -3.58841)  0.044
H (-2.87693, 2.69284, -2.08501)  0.016
H (-2.59204, 1.64421, -3.49065)  0.032
H (1.55733, 3.61268, -2.15582)  0.065
H (0.25910, 4.18342, -1.10999)  0.067
H (1.70543, 4.34546, -4.50929)  0.108
H (1.03856, 5.97661, -6.22416)  0.113
H (-0.89649, 7.46650, -5.83643)  0.113
H (-2.15139, 7.32655, -3.71143)  0.112
H (-1.49520, 5.68997, -1.99412)  0.107

Force components x, y, z for each atom (eV/Å):
Pd -0.3 0.3 0.2
C 0.0 0.0 0.0
N 0.0 0.1 -0.1
C 0.0 -0.2 0.2
C 0.1 0.1 0.0
N 0.1 -0.1 -0.2
C 0.1 0.0 0.1
C 0.1 0.1 0.1
F -0.2 -0.2 -0.1
C 0.0 0.0 0.1
F 0.0 0.0 -0.1
C -0.1 0.0 0.1
F 0.1 0.1 -0.1
C -0.1 -0.1 0.0
F 0.1 0.1 0.1
C 0.0 0.0 -0.1
F 0.0 0.0 0.1
C 0.0 0.0 0.1
C 0.0 0.0 0.0
N -0.1 0.0 -0.1
C 0.0 0.0 0.1
C -0.1 0.1 0.0
F -0.1 -0.1 -0.1
C 0.2 0.0 0.0
F -0.1 0.0 0.0
C 0.0 -0.1 0.0
F -0.1 0.1 0.0
C 0.0 -0.1 0.0
F 0.0 0.0 0.0
C -0.2 0.1 -0.1
F 0.2 0.1 0.0
H 0.0 0.0 0.0
H 0.0 0.0 0.0
H 0.0 0.0 0.0
H 0.0 0.1 0.3
H 0.0 0.0 0.0
H 0.0 0.0 0.0
H 0.0 0.0 0.0
H 0.0 0.0 0.0
H 0.0 0.1 0.1
H 0.1 0.0 0.0
H 0.0 0.0 0.1
C 0.0 0.0 0.0
O -0.1 0.0 0.0
C 0.2 0.0 0.1
O 0.0 0.0 0.0
C 0.0 0.1 -0.3
C 0.0 0.0 0.1
As 0.0 0.1 0.0
C 0.0 0.0 0.0
C 0.1 -0.1 0.2
C 0.2 0.0 -0.1
As -0.3 -0.1 0.0
C 0.1 0.0 -0.2
C 0.0 0.2 0.2
O 0.2 -0.4 0.0
O 0.0 0.1 -0.1
C 0.0 0.0 -0.1
C 0.1 -0.1 0.1
O -0.2 -0.1 0.0
O 0.0 0.1 -0.1
C 0.0 0.0 0.0
C 0.1 0.1 0.1
O 0.0 -0.1 0.0
O -0.1 -0.1 0.0
C 0.0 0.0 0.0
H 0.0 0.0 0.0
H 0.0 0.0 0.0
H 0.0 0.0 0.0
H 0.0 0.0 0.0
H 0.0 0.0 0.0
H 0.0 0.0 0.0
H 0.0 0.0 0.0
H 0.0 0.0 0.0
H 0.1 0.1 -0.2
H 0.0 0.0 0.0
H 0.0 0.0 0.0
H 0.0 0.0 0.0
H 0.0 0.0 0.0
H 0.0 0.0 0.0
H 0.0 0.0 0.0
H 0.0 0.0 0.0
H 0.0 0.0 0.0
H 0.0 0.0 0.0
C 0.0 0.1 0.0
As 0.2 -0.2 0.1
C 0.1 0.1 0.0
C 0.1 0.1 0.0
C 0.0 -0.1 0.0
C 0.0 0.0 0.0
C 0.0 0.0 0.0
C 0.0 0.0 0.0
C 0.0 0.0 0.0
C 0.1 0.0 -0.1
H 0.0 0.0 0.0
H 0.0 0.0 0.0
H 0.0 0.0 0.0
H -0.1 0.0 0.0
H 0.0 0.0 0.1
H 0.0 0.0 0.0
H 0.0 0.0 0.0
H -0.1 0.0 0.0
H 0.0 0.0 0.0
H 0.0 0.0 0.0
H 0.0 0.0 0.0
H 0.0 0.0 0.0
H 0.0 0.0 0.0

Kohn-Sham gap (alpha / beta): 0.297 / 0.195 Ha
<S²>: 6.087
Charge: +2
Multiplicity: 5
ΔE to the lowest compared entry with this formula, charge and spin: 0.0 kcal per mole